Model a:
{"formula": "C4H13N3", "method": "ωB97M-V with the def2-TZVPD basis set", "symbols": ["N", "N", "N", "C", "C", "C", "C", "H", "H", "H", "H", "H", "H", "H", "H", "H", "H", "H", "H", "H"], "positions_angstrom": [[-0.02425, 0.09652, 0.28383], [-1.06051, -2.56615, 0.26258], [-0.58168, 2.76004, 0.93583], [-0.26183, 2.53974, -0.47105], [0.92708, -1.02577, 0.30484], [0.59726, 1.21273, -0.45934], [0.34175, -2.38561, -0.10691], [1.74327, -0.85999, -0.39392], [1.58794, 1.46687, -0.08647], [-1.04346, 2.41127, -1.24761], [-0.69813, 1.84121, 1.36545], [-1.66988, -3.07870, -0.34983], [-0.84277, -0.11637, -0.27668], [-1.30390, -2.83993, 1.21315], [0.30101, -2.37049, -1.21657], [1.26124, -1.19993, 1.32896], [-1.47868, 3.23136, 1.00974], [0.80960, 0.87295, -1.49978], [0.92140, -3.25949, 0.22281], [0.47455, 3.26974, -0.81903]], "molar_mass_g_mol": 103.169, "smiles": "NCCNCCN", "gap_ev": 9.882, "spin_multiplicity": 1}



Model b:
{"formula": "C4H13N3", "method": "ωB97M-V with the def2-TZVPD basis set", "symbols": ["N", "N", "N", "C", "C", "C", "C", "H", "H", "H", "H", "H", "H", "H", "H", "H", "H", "H", "H", "H"], "positions_angstrom": [[-0.36326, 2.41593, -1.61352], [1.89347, -2.91617, 0.75577], [0.14401, -1.52509, 1.85192], [1.06525, -2.64824, 1.94066], [-2.42214, 1.00022, -1.38378], [-0.97976, 1.32462, -0.90631], [0.60892, 3.05076, -1.01437], [1.74979, -2.39174, 2.75684], [-2.80586, 0.15234, -0.76364], [0.94188, 2.75733, 0.03467], [2.47608, -2.04904, 0.54398], [1.31380, -3.09985, -0.04020], [0.66101, -0.67319, 1.64431], [-3.08718, 1.88933, -1.33334], [-0.99380, 1.54635, 0.19790], [-0.55456, -1.66880, 1.12997], [-2.34009, 0.65376, -2.43074], [-0.33308, 0.46414, -1.15914], [0.46238, -3.54529, 2.18746], [1.15645, 3.77779, -1.54448]], "molar_mass_g_mol": 103.169, "smiles": "C=NCC.NCN", "gap_ev": 9.795, "spin_multiplicity": 1}



Which of them is the most stable, and which is the least stable? model a and model b, in that order.



Model a:
{"formula": "C4H13N3", "method": "ωB97M-V with the def2-TZVPD basis set", "symbols": ["N", "N", "N", "C", "C", "C", "C", "H", "H", "H", "H", "H", "H", "H", "H", "H", "H", "H", "H", "H"], "positions_angstrom": [[-1.24885, 0.10590, -1.66718], [-0.74515, -1.42246, 0.09597], [-2.72632, 1.59570, 0.19606], [-1.77230, 0.67603, 0.61327], [2.07485, -0.19621, -0.42732], [2.55570, -0.30525, 1.00991], [-1.01561, -0.06752, -0.26624], [-0.68821, -0.52217, -2.21968], [3.53824, -0.76552, 1.08386], [-2.22367, -0.01204, -1.92196], [1.84828, -0.89518, 1.60777], [2.69098, 0.49576, -0.99821], [0.26516, -1.55536, -0.14207], [2.19105, -1.14555, -0.95267], [0.81556, 0.23313, -0.41386], [2.62016, 0.68191, 1.46673], [-2.52715, 1.98037, -0.72460], [-1.80857, 0.42192, 1.66079], [-3.02890, 2.25294, 0.90120], [-0.81523, -1.55638, 1.09823]], "molar_mass_g_mol": 103.169, "smiles": "NC=C(N)N.CC", "gap_ev": 8.212, "spin_multiplicity": 1}



Model b:
{"formula": "C4H13N3", "method": "ωB97M-V with the def2-TZVPD basis set", "symbols": ["N", "N", "N", "C", "C", "C", "C", "H", "H", "H", "H", "H", "H", "H", "H", "H", "H", "H", "H", "H"], "positions_angstrom": [[-0.71775, -1.71470, 0.26601], [2.05175, -1.16617, 0.14136], [-2.79058, 0.17366, -0.25226], [0.80158, 0.13820, -0.33351], [-1.52536, 0.81000, -0.14876], [1.39787, 1.48521, 0.00585], [-0.22360, -0.42504, 0.50566], [0.84895, 2.30292, -0.46181], [-0.61968, -2.00619, -0.69925], [-1.52484, 1.52724, 0.67012], [1.41109, 1.64190, 1.08467], [-0.11932, -0.21122, 1.56829], [-1.31077, 1.33173, -1.07979], [2.42655, 1.52741, -0.34959], [2.72740, -0.74343, 0.77690], [-2.99269, -0.37489, 0.57829], [2.57918, -1.39066, -0.70259], [0.68368, -0.05615, -1.39860], [-0.28262, -2.39477, 0.87561], [-2.82086, -0.45503, -1.04659]], "molar_mass_g_mol": 103.169, "gap_ev": 8.684, "spin_multiplicity": 1}



Which of them is the most stable, and which is the least stable? model a and model b, in that order.



Model a:
{"formula": "C5H4N2O2", "method": "ωB97M-V with the def2-TZVPD basis set", "symbols": ["O", "O", "N", "N", "C", "C", "C", "C", "C", "H", "H", "H", "H"], "positions_angstrom": [[-1.99727, -1.82053, 0.26814], [-3.37697, 2.06893, 0.15849], [-0.06872, -1.07536, -0.54400], [-1.73775, 0.45838, -0.14198], [-2.67733, 1.13141, 0.09007], [1.66722, 0.98230, -0.04598], [1.12825, -0.37209, -0.11219], [1.11212, -1.61777, 0.13455], [-1.25471, -0.91101, 0.01934], [2.38269, 0.78163, -0.91376], [2.30432, 1.14842, 0.77884], [1.45245, -2.67796, 0.40990], [1.06570, 1.90365, -0.10143]], "molar_mass_g_mol": 124.099, "smiles": "CC1=CN1C(=O)N=C=O", "gap_ev": 9.351, "spin_multiplicity": 1}



Model b:
{"formula": "C5H4N2O2", "method": "ωB97M-V with the def2-TZVPD basis set", "symbols": ["O", "O", "N", "N", "C", "C", "C", "C", "C", "H", "H", "H", "H"], "positions_angstrom": [[-2.34869, -0.60767, 0.64445], [2.29286, -0.87931, 1.16026], [-0.56098, -1.50710, -0.64468], [1.64653, 0.78211, -0.37047], [1.68193, -0.56005, 0.08762], [0.64290, 1.47303, -0.12730], [-1.11584, -0.32871, 0.04748], [-0.70014, 0.93734, -0.01688], [0.73050, -1.52035, -0.51450], [0.58670, 2.46006, -0.28848], [-2.55460, 0.24318, 0.98068], [-1.58593, 1.69996, 0.23186], [1.28476, -2.19248, -1.19003]], "molar_mass_g_mol": 124.099, "smiles": "O=c1cnc(O)ccn1", "gap_ev": 9.395, "spin_multiplicity": 1}



Which of them is the most stable, and which is the least stable? model b and model a, in that order.